1.
Below is a 10-piece molecular cluster, C37H62F21O26P3 overall, with properties calculated with ωB97M-V with the def2-TZVPD basis set.

Each line ends with the Löwdin charge.
Element x y z (Å)
1 C -21.946409 50.366971 1.708995  -0.05
2 C -20.958659 51.275069 2.526941  -0.18
3 O -21.077706 52.688030 2.363475  0.00
4 C -22.231770 53.365544 2.762929  -0.29
5 O -23.255175 52.816072 3.185376  0.14
6 C -21.972266 54.878851 2.745927  -0.55
7 F -22.360741 55.486837 3.844385  0.20
8 F -20.740004 55.273116 2.273546  0.14
9 F -22.817406 55.274278 1.817869  0.17
10 H -21.908608 50.636800 0.653598  0.07
11 H -22.984341 50.501979 2.013262  0.06
12 H -21.831920 49.289027 1.823041  0.06
13 H -19.946334 51.018129 2.215087  0.11
14 H -20.948066 51.068344 3.597107  0.12
15 C -16.302788 49.078893 -2.081451  -0.04
16 C -17.666798 49.257688 -1.451810  -0.23
17 O -18.682573 48.785893 -2.274582  0.04
18 C -19.896980 48.668554 -1.762464  -0.34
19 O -20.169397 48.905371 -0.597808  0.12
20 C -20.982918 48.418873 -2.879494  -0.56
21 F -21.816009 49.419483 -2.750307  0.20
22 F -20.511451 48.379993 -4.108246  0.20
23 F -21.681744 47.306298 -2.582133  0.16
24 H -15.548314 49.540001 -1.444076  0.08
25 H -16.329493 49.551254 -3.063419  0.08
26 H -15.978755 48.049560 -2.235051  0.06
27 H -17.727951 50.339515 -1.333471  0.14
28 H -17.630276 48.969385 -0.401262  0.11
29 C -19.412070 37.181562 5.009237  -0.06
30 C -18.154087 36.588430 4.465999  -0.18
31 O -17.520497 37.478850 3.457961  -0.02
32 C -16.575869 38.462190 3.832557  -0.23
33 O -16.103441 38.528758 5.024067  0.07
34 C -16.103658 39.483898 2.733038  -0.53
35 F -14.869399 39.145650 2.489388  0.19
36 F -16.764017 39.308232 1.572797  0.16
37 F -16.176326 40.712748 3.328974  0.14
38 H -20.076437 36.558719 5.608231  0.09
39 H -20.053364 37.729340 4.318762  0.07
40 H -19.219026 38.005954 5.695686  0.06
41 H -18.338415 35.698223 3.864629  0.12
42 H -17.426585 36.217981 5.188219  0.12
43 C -18.645836 41.852538 5.830080  -0.04
44 C -19.783328 41.098857 6.509434  -0.20
45 O -20.996040 41.143688 5.810961  0.03
46 C -21.948872 40.235549 5.888837  -0.39
47 O -21.894272 39.363932 6.701976  0.17
48 C -23.041186 40.284300 4.812161  -0.57
49 F -23.013448 39.185184 4.068402  0.17
50 F -24.273415 40.356460 5.338122  0.17
51 F -22.872843 41.274801 3.967726  0.18
52 H -19.056309 42.737428 5.343699  0.08
53 H -18.130980 41.242639 5.087758  0.06
54 H -17.920120 42.288594 6.516583  0.09
55 H -20.002588 41.626295 7.437781  0.13
56 H -19.490728 40.066283 6.699908  0.12
57 C -21.463772 40.778227 -2.423869  -0.09
58 C -21.835754 39.944310 -1.294643  -0.25
59 O -20.866862 40.136712 -0.267468  0.01
60 C -21.202602 40.739869 0.964428  -0.21
61 O -22.316919 41.255208 1.215698  0.11
62 C -20.018602 40.983410 1.996920  -0.56
63 F -20.134950 40.198685 3.040248  0.17
64 F -18.811565 40.718682 1.473938  0.15
65 F -20.064056 42.186977 2.533596  0.18
66 H -20.445981 40.525527 -2.721106  0.08
67 H -21.584517 41.843912 -2.229379  0.09
68 H -22.199593 40.653577 -3.218313  0.09
69 H -21.815759 38.932371 -1.699234  0.13
70 H -22.839425 40.278830 -1.032273  0.13
71 C -18.922632 37.437906 -6.877682  -0.07
72 C -17.966196 38.102181 -5.965164  -0.24
73 O -17.823755 39.507496 -6.222717  0.01
74 C -17.855254 40.455382 -5.192261  -0.28
75 O -17.849272 40.298904 -3.971472  0.13
76 C -18.061965 41.897718 -5.726153  -0.50
77 F -16.997370 42.707951 -5.373373  0.12
78 F -18.209351 41.916428 -7.063232  0.17
79 F -19.127715 42.404891 -5.109148  0.16
80 H -19.828902 38.042508 -6.842398  0.08
81 H -19.203564 36.467367 -6.468749  0.09
82 H -18.689103 37.393427 -7.941449  0.08
83 H -16.980335 37.639307 -5.921250  0.13
84 H -18.354245 37.959844 -4.956572  0.12
85 C -16.130813 45.883696 -4.161126  -0.05
86 C -17.556243 46.388476 -4.297092  -0.23
87 O -17.699930 47.692652 -4.819907  -0.02
88 C -18.167057 47.877545 -6.135770  -0.25
89 O -18.541889 46.923885 -6.856786  0.12
90 C -18.262397 49.321210 -6.624458  -0.54
91 F -19.399836 49.403270 -7.356244  0.15
92 F -18.402001 50.162357 -5.572338  0.15
93 F -17.297277 49.700342 -7.429977  0.20
94 H -15.550225 46.424265 -3.413601  0.06
95 H -15.435362 45.902429 -5.000228  0.08
96 H -16.046010 44.880971 -3.742253  0.07
97 H -17.928756 46.432953 -3.273686  0.10
98 H -18.195549 45.687390 -4.833632  0.12
99 C -13.376824 42.238588 1.756896  -0.12
100 O -12.296190 43.159641 1.970314  -0.24
101 P -11.493200 43.193075 3.471510  0.47
102 O -12.374984 43.483409 4.603720  -0.24
103 O -10.887152 41.692885 3.505402  -0.24
104 C -11.630967 40.623579 4.068501  -0.11
105 O -10.232934 44.139225 3.245300  -0.21
106 C -9.109706 44.173615 4.156075  -0.07
107 H -12.878610 41.281330 1.603459  0.08
108 H -14.028138 42.463383 0.912291  0.09
109 H -14.058213 42.156851 2.603732  0.06
110 H -11.047605 40.204577 4.888399  0.09
111 H -11.836927 39.880527 3.298076  0.08
112 H -12.574424 40.997085 4.466611  0.08
113 H -9.422368 44.856032 4.946424  0.09
114 H -8.207652 44.624190 3.742104  0.09
115 H -8.789335 43.192958 4.507909  0.09
116 C -18.746997 43.506632 -2.052074  -0.06
117 O -19.478590 43.846064 -0.809133  -0.23
118 P -18.502837 44.572967 0.323898  0.48
119 O -17.475308 45.461172 -0.231432  -0.23
120 O -17.803061 43.315434 1.060447  -0.23
121 C -17.041622 43.548498 2.239414  -0.09
122 O -19.547405 45.143319 1.454734  -0.22
123 C -20.497472 46.102042 1.001684  -0.10
124 H -18.576999 44.380255 -2.681349  0.07
125 H -19.447318 42.855937 -2.575754  0.06
126 H -17.893248 42.847949 -1.892835  0.10
127 H -17.480449 42.815927 2.916808  0.06
128 H -17.174038 44.515131 2.725410  0.09
129 H -15.977822 43.322772 2.165471  0.07
130 H -20.420057 47.116873 1.391834  0.07
131 H -21.503684 45.733538 1.201297  0.10
132 H -20.326653 46.272027 -0.061343  0.06
133 C -15.044537 47.273589 1.285530  -0.12
134 O -15.461043 48.625847 1.138099  -0.23
135 P -15.630484 49.530539 2.501620  0.53
136 O -16.242119 50.879063 2.295464  -0.25
137 O -16.356808 48.491047 3.575431  -0.25
138 C -17.723142 48.072614 3.501697  -0.09
139 O -14.084203 49.589956 3.036418  -0.21
140 C -13.684615 50.690159 3.814047  -0.14
141 H -15.867299 46.612294 1.013753  0.06
142 H -14.769556 46.975674 2.297324  0.08
143 H -14.171441 46.962594 0.711875  0.10
144 H -18.277522 48.257664 2.581622  0.08
145 H -18.158194 48.608622 4.345211  0.09
146 H -17.845943 46.996880 3.627404  0.08
147 H -13.642516 50.285700 4.825360  0.09
148 H -14.179969 51.660716 3.841605  0.09
149 H -12.645633 50.942446 3.602003  0.09

Cartesian forces, eV/Å:
C -0.537 1.167 0.496
C -0.362 -1.776 -0.158
O -1.897 1.697 0.030
C 0.575 -4.341 1.869
O 2.817 2.159 -1.373
C 0.075 0.042 -1.864
F 1.036 0.009 0.821
F -1.181 -0.602 1.630
F -1.135 0.913 -1.498
H 0.247 -0.180 0.004
H 0.031 0.429 0.174
H 0.842 0.137 0.043
H 0.031 0.434 -0.260
H -0.532 -0.082 0.091
C -0.021 -0.408 -0.538
C 2.443 1.659 1.509
O -1.267 -0.980 -0.699
C 0.550 0.994 1.176
O -0.201 -0.770 -1.772
C 0.525 -0.444 1.963
F -0.908 1.120 -0.411
F 0.011 -0.323 -0.157
F 0.413 -0.201 -0.478
H -0.153 0.171 -0.050
H 0.276 0.090 -0.021
H -0.308 -0.104 0.179
H -0.699 0.279 -0.282
H -0.668 -1.008 -0.218
C -0.699 1.711 1.026
C 0.668 -0.558 -1.072
O 1.836 2.424 0.435
C -0.750 -2.228 5.607
O -2.011 -0.033 -5.682
C -1.582 -1.871 1.324
F 1.741 0.596 -0.259
F 0.174 1.180 0.992
F -0.020 -1.006 -1.717
H 0.352 -0.623 -0.297
H 0.148 -0.634 -0.792
H 0.621 -0.028 0.322
H -0.307 0.151 -0.199
H 0.025 0.744 0.295
C -0.608 0.398 -0.768
C 0.977 0.075 1.663
O -1.264 1.365 -2.907
C 1.786 -0.524 1.241
O -0.860 -0.928 0.267
C -0.570 0.256 -0.446
F 0.336 -0.975 0.107
F 0.375 0.172 0.325
F 0.048 1.091 -0.051
H -0.133 -0.048 -0.314
H 0.010 0.075 0.017
H -0.046 -0.575 0.341
H 0.201 -0.390 0.382
H -0.210 0.012 0.211
C 0.364 1.560 -1.552
C -1.247 0.225 0.193
O 0.398 0.507 3.656
C -3.534 2.002 -1.823
O 4.091 -2.278 -0.865
C 0.171 -0.580 -0.862
F -0.577 -1.826 0.957
F -0.599 0.594 -0.230
F 0.012 0.952 -0.934
H -0.048 0.305 -0.455
H 0.499 0.115 0.399
H 0.261 -0.537 -0.347
H -0.020 -0.381 1.018
H 0.012 -0.600 0.801
C -1.256 0.536 -0.720
C 0.830 -0.341 1.815
O -0.123 2.287 1.475
C -0.294 -1.943 1.345
O 0.150 -0.226 -3.316
C 1.258 0.303 -0.311
F -1.100 -1.086 -0.615
F -0.016 0.402 1.092
F -0.094 0.009 -0.511
H -0.288 -0.054 0.018
H 0.258 -0.101 -0.219
H 0.501 -0.217 0.179
H 0.164 0.183 -0.400
H -0.026 0.303 0.188
C 1.461 0.169 0.378
C -0.072 -1.299 0.419
O -0.369 2.002 -2.970
C -0.217 -5.483 0.329
O 1.429 3.626 2.345
C -1.937 0.480 0.412
F 0.325 0.025 0.472
F 0.523 -0.300 -0.765
F 0.813 0.041 0.314
H -0.371 0.531 0.137
H -0.662 0.017 -0.642
H -0.707 -0.267 -0.250
H -0.224 0.278 -0.004
H 0.118 0.065 -0.255
C 0.611 -0.710 0.782
O 1.162 1.423 1.762
P -1.090 -1.434 -1.925
O 0.152 0.182 -0.167
O 0.497 1.319 -0.271
C -0.395 0.001 0.437
O -0.372 -0.946 -0.857
C -0.204 0.506 0.663
H -0.475 -0.283 -0.182
H 0.658 0.563 -0.273
H 0.240 0.105 0.355
H -0.066 -0.149 -0.120
H 0.157 -0.024 0.062
H -0.025 -0.121 0.092
H 0.154 -0.433 0.399
H -0.476 0.045 -0.866
H -0.542 -0.067 0.085
C -1.437 -0.765 0.063
O 2.212 0.982 1.078
P -0.791 -1.674 0.126
O -0.629 0.595 -0.039
O -0.805 1.367 -0.972
C -0.469 -0.861 1.349
O 1.603 -0.760 -1.003
C -0.486 0.571 -1.068
H 0.310 -0.028 0.425
H -0.115 0.208 -0.047
H 0.315 0.577 0.346
H 0.337 0.081 0.396
H -0.087 0.248 -0.481
H -0.131 0.146 -0.613
H 0.544 -0.270 0.729
H 0.126 -0.110 -0.154
H -0.533 -0.163 -0.171
C -0.096 -1.689 0.497
O -0.083 1.336 1.573
P 0.179 -0.296 -0.308
O 0.565 -2.316 0.212
O 1.475 1.056 -1.745
C -0.451 0.383 0.517
O -2.480 -0.112 -1.435
C 1.692 0.185 2.050
H -0.065 0.163 -0.263
H -0.106 0.532 0.304
H -0.039 0.817 -0.519
H 0.420 0.658 -0.238
H -0.645 -0.282 -0.214
H 0.614 -0.059 0.342
H -0.149 0.411 0.340
H -0.929 -0.532 -0.702
H 0.051 -0.287 -0.498

Computed properties:
**Strongest force on any atom**: 0.1182 Eh/bohr
**E_tot**: -6524.7192 a.u.
**HOMO**: -0.390 Eh
**Energy above the lowest of the compared OMol25 structures with the same formula, charge and spin**: 46.34 kcal/mol
**Structure (SMILES)**: CCOC(=O)C(F)(F)F.CCOC(=O)C(F)(F)F.CCOC(=O)C(F)(F)F.CCOC(=O)C(F)(F)F.CCOC(=O)C(F)(F)F.CCOC(=O)C(F)(F)F.CCOC(=O)C(F)(F)F.COP(=O)(OC)OC.COP(=O)(OC)OC.COP(=O)(OC)OC
**Kohn-Sham gap**: 10.9 eV

2.
Below is C3H3ClN2O2Si as an isolated structure, with properties calculated with ωB97M-V with the def2-TZVPD basis set.

Each line ends with the Löwdin spin population.
Element x y z (Å)
1 C 1.035016 -1.632461 -1.938846  0.02
2 C -1.643952 2.145729 -0.658116  0.19
3 C 0.828114 -0.034204 1.626585  0.08
4 N 1.253458 -2.419379 -2.722128  0.01
5 N -2.634066 2.563807 -1.139319  0.53
6 O 0.839946 -0.772603 -1.033604  0.11
7 O -0.621709 1.759532 -0.065537  0.50
8 Si -0.241808 -0.496612 0.128483  0.39
9 Cl -2.088189 -1.342732 0.045402  0.16
10 H 0.843479 0.979341 1.603871  0.01
11 H 0.565785 -0.345988 2.646532  0.00
12 H 1.863927 -0.404430 1.506676  0.01

Cartesian forces, eV/Å:
C -0.144 0.764 1.097
C 5.289 -1.237 3.159
C 0.477 -4.170 0.547
N 0.427 -1.765 -1.992
N -2.317 0.575 -1.285
O 1.556 -0.509 -0.913
O -3.291 2.947 -2.106
Si -0.978 1.611 1.819
Cl -0.318 -1.444 0.332
H 0.091 3.096 -0.060
H -0.401 -0.025 -0.378
H -0.390 0.156 -0.220

Computed properties:
**Strongest force on any atom**: 0.1222 Eh/bohr
**E_tot**: -1125.6617 a.u.
**Multiplicity**: 3
**HOMO (spin up / spin down)**: -0.213 / -0.418 Eh
**Kohn-Sham gap (spin up / spin down)**: 5.9 / 6.6 eV